(1)
The following is a DFT calculation (wB97M-V/def2-TZVPD) of a gas-phase ion, C3H7N2O2 (charge +1).

Last column: Löwdin charge in e.
Cartesian coordinates (Å):
C: 1.954531 -0.377291 -0.045331  -0.10
C: -0.118032 0.679423 -0.160186  -0.09
C: -2.900891 0.121347 0.092242  0.01
N: -0.670127 -0.473737 -0.132056  -0.01
N: 3.249017 -0.368570 -0.022230  0.25
O: 1.301229 0.748712 -0.206828  0.08
O: -1.880141 -0.892745 -0.140597  -0.09
H: 1.237311 -1.154890 0.211577  0.16
H: -0.606312 1.676617 -0.234623  0.16
H: -2.788736 0.853612 -0.654024  0.07
H: -2.541974 0.646573 0.956846  0.09
H: -3.776478 -0.521792 0.097797  0.12
H: 3.693424 -1.335187 0.295345  0.23
H: 3.847177 0.397927 -0.057929  0.13

Atoms 1-3, force components in eV/Å:
C -0.9 2.2 0.8
C -3.3 -0.6 -0.2
C 1.4 -1.3 0.1

- LUMO: -0.168 hartree
- E: -10289.178 eV
- SMILES: CO/N=C/OC=[NH2+]
- Gap between HOMO and LUMO: 9.427 eV
- Largest force on an atom: 0.1118 hartree/bohr
- Relative energy (zero: lowest compared OMol25 entry of this formula, charge and spin): 350.52 kJ/mol
- Charge: +1

=====

(2)
The following is a DFT calculation (wB97M-V/def2-TZVPD) of a molecular structure, C19H30ClNO12S.

Last column: Löwdin charge in e.
Cartesian coordinates (Å):
C: 0.190541 -3.289883 1.790916  0.03
C: 0.317105 -2.972419 0.249284  -0.39
O: 1.113728 -3.638780 -0.363342  0.10
N: -0.531077 -1.945877 -0.404673  -0.02
C: -1.273275 -2.708398 -1.452522  -0.10
C: 0.277885 -0.877846 -0.952176  -0.60
Cl: 0.438460 -0.810722 -2.817143  0.80
O: 1.678041 -0.841383 -0.565461  -0.18
S: 2.219386 0.647017 -1.128971  0.72
O: 2.908235 1.195906 0.035340  -0.24
O: 3.207771 0.649725 -2.188433  -0.23
O: 0.738648 1.374639 -1.494357  -0.21
C: -0.151508 0.644099 -0.616117  -0.44
C: -1.707997 0.833632 -0.878715  -0.07
C: -2.063212 2.076537 -1.777245  -0.16
C: -3.457548 1.880667 -2.536572  -0.08
C: -4.498341 1.228633 -1.584549  -0.50
O: -5.045927 0.185361 -1.834785  0.10
O: -4.773824 1.935266 -0.420646  0.08
O: 0.019297 0.966322 0.768542  0.05
C: -0.173960 2.333538 1.043348  -0.36
O: -1.199833 2.698552 1.548214  0.16
C: 0.898076 3.441225 0.785024  -0.11
C: 0.663921 4.288095 -0.391867  -0.03
C: 1.582873 5.336374 -0.792594  -0.07
C: 2.792575 5.543786 0.001807  -0.07
C: 3.000992 4.719318 1.179876  -0.06
C: 2.079121 3.651931 1.601555  -0.01
H: -0.776928 -2.890885 2.176511  0.08
H: 0.253397 -4.409504 1.868587  0.09
H: 1.086544 -2.836675 2.295532  0.10
H: -0.592198 -3.247733 -2.170145  0.09
H: -1.947946 -2.077713 -2.079008  0.09
H: -1.927790 -3.507347 -0.999444  0.08
H: -2.280826 0.920919 0.083762  0.14
H: -2.108250 -0.075429 -1.393975  0.10
H: -2.130468 2.995598 -1.126731  0.11
H: -1.316212 2.306655 -2.577479  0.12
H: -3.247695 1.266864 -3.453099  0.13
H: -3.800062 2.882774 -2.922938  0.13
H: -5.077349 1.242961 0.200563  0.13
H: -0.255455 4.122667 -1.001558  0.09
H: 1.324720 5.915085 -1.706963  0.10
H: 3.540920 6.319787 -0.291111  0.10
H: 3.916558 4.871177 1.798365  0.10
H: 2.261656 3.016356 2.512482  0.11
C: 4.684204 -4.564257 -0.752011  -0.17
O: 3.534170 -4.226170 -1.510519  -0.14
H: 5.532117 -4.663796 -1.428536  0.08
H: 4.896029 -3.775841 -0.023773  0.07
H: 4.523956 -5.514696 -0.234017  0.07
H: 2.794817 -4.142745 -0.891902  0.02
C: -5.179000 -4.888969 -0.853419  -0.14
O: -3.844520 -4.487470 -1.146647  -0.15
H: -5.734824 -4.020247 -0.505730  0.08
H: -5.654486 -5.284422 -1.753844  0.08
H: -5.174655 -5.651465 -0.070703  0.08
H: -3.372225 -5.270509 -1.452298  0.08
C: 2.495359 1.720648 5.592166  -0.15
O: 3.256195 2.453695 4.639334  -0.14
H: 1.439384 1.821523 5.346638  0.08
H: 2.774375 0.664493 5.558050  0.08
H: 2.671948 2.118202 6.594668  0.08
H: 4.184386 2.351156 4.875455  0.08

Atoms 1-3, force components in eV/Å:
C -0.4 0.4 -1.2
C 1.0 -1.2 1.6
O -0.9 0.9 -0.1

- LUMO: 0.011 hartree
- E: -69601.386 eV
- Gap between HOMO and LUMO: 9.386 eV
- Largest force on an atom: 0.1147 hartree/bohr

=====

(3)
The following is a DFT calculation (wB97M-V/def2-TZVPD) of a molecular structure, C25H24ClN3O7PS2V.

Last column: Löwdin charge in e.
Cartesian coordinates (Å):
V: 1.007390 0.133183 0.488415  0.92
O: 1.454225 0.005899 2.348483  -0.43
S: 0.484283 1.119693 2.773155  0.42
O: 1.213203 2.219526 3.337223  -0.23
O: -0.729083 0.576613 3.378868  -0.27
O: 0.066704 1.469640 1.315828  -0.39
O: 0.501027 1.564476 -2.289859  -0.07
N: -0.059687 1.047756 -1.138955  -0.08
C: -1.340410 1.127579 -1.171921  -0.04
C: -2.286391 0.628640 -0.150173  -0.22
C: -3.437127 1.411200 0.009801  0.02
C: -4.409049 1.060048 0.964328  -0.02
C: -4.198713 -0.075293 1.715606  -0.03
C: -3.035886 -0.833505 1.595229  -0.04
C: -2.118363 -0.500326 0.641737  -0.33
P: -0.702863 -1.537755 0.242601  1.16
C: -0.973547 -2.200787 -1.434124  -0.33
C: -2.237588 -2.154421 -1.990208  -0.08
C: -2.382563 -2.605812 -3.285424  -0.06
C: -1.310622 -3.142769 -3.984937  -0.05
C: -0.048775 -3.195808 -3.400354  -0.06
C: 0.148962 -2.750235 -2.106022  -0.06
C: -0.683285 -2.945897 1.504475  -0.30
C: -1.157375 -4.196274 1.187421  -0.09
C: -1.409798 -5.142851 2.182732  -0.07
C: -1.281006 -4.836122 3.513439  -0.06
C: -0.747156 -3.594358 3.866376  -0.03
C: -0.521756 -2.624551 2.865220  -0.08
H: 1.467573 1.794157 -2.115578  -0.05
H: -1.825055 1.592110 -1.994472  0.14
H: -3.570653 2.238663 -0.605489  0.10
H: -5.263988 1.696568 1.141550  0.12
H: -4.932899 -0.330310 2.457953  0.12
H: -2.910817 -1.742588 2.193874  0.12
H: -3.059005 -1.717589 -1.506356  0.10
H: -3.390048 -2.574024 -3.655457  0.11
H: -1.406009 -3.468224 -5.045280  0.13
H: 0.768678 -3.642893 -3.995752  0.13
H: 1.148181 -2.882805 -1.700412  0.11
H: -1.372914 -4.459835 0.158187  0.11
H: -1.723197 -6.117419 1.826991  0.11
H: -1.565755 -5.567394 4.284031  0.12
H: -0.657532 -3.321932 4.890237  0.10
H: -0.195693 -1.663055 3.220592  0.07
C: 3.010989 4.796264 0.966970  -0.02
N: 2.480716 5.027567 -0.339100  -0.11
C: 1.857796 6.224450 -0.801988  -0.01
C: 1.479379 5.986401 -2.054620  -0.09
N: 1.786411 4.696979 -2.366114  0.07
C: 2.420391 4.108096 -1.320953  -0.73
S: 3.139831 2.568206 -1.318436  0.71
H: 3.693045 3.969009 0.991457  0.06
H: 2.210796 4.586251 1.648106  0.09
H: 3.540933 5.713845 1.294408  0.11
H: 1.911388 7.072621 -0.150101  0.13
H: 1.086421 6.675897 -2.836367  0.15
H: 1.738477 4.272021 -3.305667  0.18
Cl: 4.323973 -0.143757 1.542400  0.64
C: 4.621538 -0.785476 -0.122465  -0.41
C: 3.416188 -0.807557 -1.070361  -0.59
O: 3.456545 -1.268033 -2.180348  0.15
O: 2.259162 -0.438131 -0.518338  -0.23
H: 4.817351 -1.859916 -0.033308  0.10
H: 5.433029 -0.255685 -0.558780  0.08

Atoms 1-3, force components in eV/Å:
V -0.1 0.8 -0.7
O -0.2 -0.7 -0.3
S -1.4 0.7 2.1

- Spin multiplicity: 2
- LUMO (alpha / beta): -0.166 / -0.149 hartree
- E: -114281.226 eV
- Gap between HOMO and LUMO (alpha / beta): 6.309 / 6.768 eV
- Largest force on an atom: 0.0521 hartree/bohr
- Relative energy (zero: lowest compared OMol25 entry of this formula, charge and spin): 13.98 kJ/mol
- Charge: +1

=====

- E of number 3 (C25H24ClN3O7PS2V)?
  -114281.226 eV